Record 1
{"formula": "C4H6O5Pt", "method": "ωB97M-V/def2-TZVPD", "s2": 2.00, "lumo_ev": [-9.08, -12.79], "max_force_ev_per_a": 5.0, "charge": 2, "orbital_gap_ev": [10.1, 6.7], "spin_multiplicity": 3, "symbols": ["O", "C", "O", "O", "H", "C", "C", "O", "C", "O", "Pt", "H", "H", "H", "H", "H"], "coordinates": [[-1.706, 0.998, 2.675], [-0.882, 0.817, 1.688], [-0.029, -0.096, 1.731], [-1.270, 1.408, 0.616], [-1.627, 0.306, 3.348], [-0.555, 1.303, -0.759], [-0.483, -0.084, -1.306], [0.772, -0.658, -0.859], [1.463, -1.543, -1.543], [2.325, -1.943, -0.607], [1.477, -0.798, 0.982], [-1.189, 1.910, -1.410], [0.426, 1.762, -0.586], [-0.456, -0.097, -2.399], [-1.259, -0.718, -0.649], [2.993, -2.569, -0.921]], "nbo_charge": [-0.5503, 1.0574, -0.7157, -0.4186, 0.5405, -0.1127, -0.1267, -0.5669, 0.5832, -0.7485, 1.3761, 0.2931, 0.2383, 0.2992, 0.2613, 0.5904]}

Record 2
{"formula": "C4H6OS", "method": "ωB97M-V/def2-TZVPD", "lumo_ev": -1.25, "max_force_ev_per_a": 4.0, "de_lowest_kj_mol": 154.6, "charge": 0, "orbital_gap_ev": 7.7, "smiles": "CC(=O)C(C)=S", "symbols": ["C", "C", "O", "C", "C", "S", "H", "H", "H", "H", "H", "H"], "coordinates": [[-1.828, 0.973, -0.137], [-0.556, 0.293, 0.308], [-0.429, -0.024, 1.473], [0.600, -0.155, -0.492], [1.552, -1.099, 0.200], [0.831, 0.283, -2.077], [-1.520, 2.012, -0.527], [-2.275, 0.378, -0.902], [-2.346, 1.015, 0.754], [1.031, -1.633, 1.052], [2.229, -0.388, 0.764], [2.355, -1.721, -0.284]], "nbo_charge": [-0.6889, 0.4953, -0.5167, -0.1389, -0.7047, 0.0710, 0.2440, 0.2396, 0.2384, 0.2566, 0.2515, 0.2527]}

Record 3
{"formula": "C4H6OS", "method": "ωB97M-V/def2-TZVPD", "lumo_ev": 0.82, "max_force_ev_per_a": 4.6, "de_lowest_kj_mol": 153.0, "charge": 0, "orbital_gap_ev": 10.2, "smiles": "O=C1CC(S)C1", "symbols": ["O", "C", "C", "C", "S", "C", "H", "H", "H", "H", "H", "H"], "coordinates": [[2.679, -0.147, -0.255], [1.517, -0.181, -0.189], [0.314, -1.185, -0.039], [-0.603, -0.072, 0.426], [-2.328, -0.205, -0.272], [0.457, 1.016, -0.100], [0.520, -2.037, 0.571], [0.088, -1.618, -0.965], [-0.634, 0.033, 1.510], [-2.673, 1.030, -0.116], [0.546, 1.921, 0.494], [0.117, 1.447, -1.066]], "nbo_charge": [-0.4884, 0.6426, -0.5352, -0.3120, -0.0363, -0.5434, 0.2350, 0.2424, 0.2156, 0.1158, 0.2294, 0.2345]}

Record 4
{"formula": "C4H6OS", "method": "ωB97M-V/def2-TZVPD", "lumo_ev": 0.68, "max_force_ev_per_a": 3.9, "de_lowest_kj_mol": 204.2, "charge": 0, "orbital_gap_ev": 10.0, "smiles": "C=C(C)SC=O", "symbols": ["C", "C", "C", "S", "C", "O", "H", "H", "H", "H", "H", "H"], "coordinates": [[-0.794, 0.528, 1.232], [-0.406, 0.461, -0.043], [-1.146, -0.053, -1.227], [1.341, 1.000, -0.364], [2.186, -0.678, 0.374], [3.335, -0.839, 0.153], [-0.361, 1.235, 1.957], [-1.692, 0.120, 1.654], [-1.455, 0.904, -1.813], [-0.461, -0.792, -1.851], [-1.967, -0.654, -1.080], [1.421, -1.231, 1.008]], "nbo_charge": [-0.4203, -0.1143, -0.6620, 0.0406, 0.3808, -0.4876, 0.2155, 0.1996, 0.2381, 0.2247, 0.2225, 0.1623]}

Record 5
{"formula": "C4H6OS", "method": "ωB97M-V/def2-TZVPD", "lumo_ev": 0.92, "max_force_ev_per_a": 5.2, "de_lowest_kj_mol": 332.2, "charge": 0, "orbital_gap_ev": 9.7, "smiles": "C1O[C@H]1[C@H]1CS1", "symbols": ["C", "O", "C", "C", "C", "S", "H", "H", "H", "H", "H", "H"], "coordinates": [[1.395, -1.089, -0.714], [1.754, 0.240, -0.332], [0.795, -0.403, 0.409], [-0.771, 0.365, 0.206], [-1.377, 0.113, -1.080], [-2.241, -0.664, 0.274], [2.089, -1.899, -0.653], [0.644, -1.134, -1.559], [1.044, -0.371, 1.516], [-0.786, 1.407, 0.549], [-2.079, 0.934, -1.344], [-0.991, -0.310, -2.010]], "nbo_charge": [-0.1265, -0.4869, 0.0822, -0.3336, -0.5248, 0.1281, 0.2009, 0.1817, 0.1976, 0.2307, 0.2210, 0.2296]}

Record 6
{"formula": "C4H6OS", "method": "ωB97M-V/def2-TZVPD", "lumo_ev": [-0.61, -0.61], "max_force_ev_per_a": 4.4, "de_lowest_kj_mol": 647.9, "charge": 0, "orbital_gap_ev": [8.6, 8.6], "symbols": ["C", "C", "C", "C", "O", "S", "H", "H", "H", "H", "H", "H"], "coordinates": [[1.709, 0.493, 0.134], [-1.586, 0.520, -0.035], [-1.220, -0.954, -0.292], [-0.526, -0.199, 0.800], [4.172, 0.364, -0.404], [3.076, -0.384, 0.290], [1.582, 1.355, -0.577], [-1.545, 1.191, -0.960], [-2.580, 0.872, 0.488], [-1.987, -1.602, -0.026], [-0.626, -1.181, -1.237], [-0.469, -0.474, 1.818]], "nbo_charge": [-0.5758, -0.4849, -0.4684, -0.0203, -0.9159, 1.0848, 0.2162, 0.2524, 0.2333, 0.2187, 0.2439, 0.2161]}

Record 7
{"formula": "C4H6OS", "method": "ωB97M-V/def2-TZVPD", "lumo_ev": 0.97, "max_force_ev_per_a": 2.2, "de_lowest_kj_mol": 116.8, "charge": 0, "orbital_gap_ev": 8.6, "smiles": "CC1=CSCO1", "symbols": ["C", "C", "C", "S", "C", "O", "H", "H", "H", "H", "H", "H"], "coordinates": [[-1.050, -1.861, 1.240], [-0.421, -0.695, 0.524], [-0.527, 0.587, 0.781], [0.384, 1.590, -0.350], [0.908, 0.042, -1.230], [0.321, -1.060, -0.571], [-1.703, -2.463, 0.534], [-1.646, -1.536, 2.037], [-0.281, -2.541, 1.645], [-1.131, 1.067, 1.580], [2.028, -0.012, -1.207], [0.559, 0.084, -2.313]], "nbo_charge": [-0.6410, 0.2906, -0.4615, 0.1853, -0.1791, -0.5004, 0.2253, 0.2219, 0.2260, 0.2484, 0.1915, 0.1929]}

Record 8
{"formula": "C4H6OS2", "method": "ωB97M-V/def2-TZVPD", "lumo_ev": 0.26, "max_force_ev_per_a": 9.5, "de_lowest_kj_mol": 455.2, "charge": 0, "orbital_gap_ev": 9.1, "symbols": ["C", "C", "C", "C", "H", "H", "H", "H", "H", "H", "O", "S", "S"], "coordinates": [[-0.586, -0.637, 0.560], [0.210, -1.242, -0.637], [0.613, 0.327, 0.870], [0.387, 1.262, -0.353], [-2.868, -0.001, 1.118], [-0.697, -1.477, 1.472], [0.101, -0.470, -1.540], [0.003, -2.483, -1.032], [0.620, 0.629, 1.961], [0.221, 0.691, -1.252], [0.896, 2.417, -0.161], [-2.254, -0.023, -0.135], [1.736, -0.882, 0.005]], "nbo_charge": [-0.3271, -0.5920, -0.4180, 0.3847, 0.1513, 0.2520, 0.1925, 0.2535, 0.2645, 0.1290, -0.5214, -0.0530, 0.2839]}

Record 9
{"formula": "C4H6OS2", "method": "ωB97M-V/def2-TZVPD", "lumo_ev": -1.75, "max_force_ev_per_a": 4.0, "de_lowest_kj_mol": 324.5, "charge": 0, "orbital_gap_ev": 7.4, "smiles": "CCC(=S)C(O)=S", "symbols": ["C", "C", "C", "S", "C", "O", "S", "H", "H", "H", "H", "H", "H"], "coordinates": [[0.119, 1.537, -0.551], [0.467, 0.797, 0.687], [0.362, -0.646, 0.282], [1.745, -1.492, -0.012], [-1.044, -1.289, -0.022], [-1.032, -2.670, -0.122], [-2.439, -0.481, 0.108], [0.691, 0.844, -1.386], [-1.111, 1.661, -0.855], [0.755, 2.599, -0.308], [1.712, 1.058, 0.574], [-0.088, 0.981, 1.647], [-0.136, -2.900, -0.041]], "nbo_charge": [-0.6303, -0.5121, -0.1220, 0.0608, 0.1141, -0.6350, 0.0461, 0.2211, 0.2472, 0.2274, 0.2407, 0.2565, 0.4854]}

Record 10
{"formula": "C4H6OS2", "method": "ωB97M-V/def2-TZVPD", "lumo_ev": 0.63, "max_force_ev_per_a": 3.8, "de_lowest_kj_mol": 394.2, "charge": 0, "orbital_gap_ev": 9.4, "smiles": "OC1[C@@H]2SCS[C@@H]12", "symbols": ["O", "C", "C", "S", "C", "S", "C", "H", "H", "H", "H", "H", "H"], "coordinates": [[0.448, -0.164, 2.960], [-0.365, 0.011, 1.754], [-0.422, -0.760, 0.404], [0.595, -1.410, -0.883], [0.357, 0.141, -1.846], [-0.689, 1.447, -0.967], [-0.019, 0.687, 0.520], [1.382, -0.351, 2.878], [-1.469, -0.132, 2.047], [-1.498, -0.588, 0.246], [1.392, 0.604, -1.872], [-0.218, 0.075, -2.842], [1.028, 0.631, 0.480]], "nbo_charge": [-0.7093, 0.1552, -0.4450, 0.2629, -0.6902, 0.2297, -0.4097, 0.4861, 0.2192, 0.2158, 0.2281, 0.2488, 0.2084]}

Record 11
{"formula": "C4H6OS2", "method": "ωB97M-V/def2-TZVPD", "lumo_ev": 0.58, "max_force_ev_per_a": 5.6, "de_lowest_kj_mol": 658.0, "charge": 0, "orbital_gap_ev": 9.0, "symbols": ["C", "C", "C", "C", "H", "H", "H", "H", "H", "H", "O", "S", "S"], "coordinates": [[1.479, 0.131, 0.741], [0.239, 0.547, -0.070], [-1.942, 0.177, -0.461], [0.131, -0.607, 0.750], [2.137, -1.311, -0.874], [1.782, 0.947, 1.371], [0.239, 0.301, -1.229], [-1.561, 0.111, -1.733], [-3.137, 0.398, -0.159], [-0.228, -0.164, 1.733], [-0.937, 1.245, 0.100], [2.973, -0.388, -0.258], [-1.174, -1.387, 0.089]], "nbo_charge": [-0.2549, 0.0677, -0.2811, -0.5302, 0.1380, 0.2567, 0.1618, 0.1996, 0.2665, 0.2313, -0.5200, -0.0169, 0.2816]}

Record 12
{"formula": "C4H6OSn", "method": "ωB97M-V/def2-TZVPD", "s2": 0.76, "lumo_ev": [-5.97, -5.82], "max_force_ev_per_a": 4.4, "de_lowest_kj_mol": 120.2, "charge": 1, "orbital_gap_ev": [5.9, 6.8], "spin_multiplicity": 2, "symbols": ["O", "Sn", "C", "C", "H", "H", "H", "H", "C", "C", "H", "H"], "coordinates": [[-2.013, 1.287, -1.154], [-3.371, 2.207, -2.187], [-1.883, 0.722, -0.080], [0.860, -1.494, -0.428], [-2.483, 1.032, 0.792], [0.960, -1.392, -1.511], [0.390, -2.428, -0.106], [-1.352, -0.280, 0.111], [1.774, -0.825, 0.395], [2.235, 0.120, 1.174], [3.248, 0.051, 1.581], [1.634, 1.000, 1.412]], "nbo_charge": [-0.7550, 1.0429, 0.3378, -0.5612, 0.1513, 0.2248, 0.2310, 0.2157, 0.1375, -0.4985, 0.2464, 0.2274]}

Record 13
{"formula": "C4H6OYb", "method": "ωB97M-V/def2-TZVPD", "s2": 0.77, "lumo_ev": [-5.61, -6.22], "max_force_ev_per_a": 5.5, "de_lowest_kj_mol": 0.0, "charge": 1, "orbital_gap_ev": [5.9, 5.1], "spin_multiplicity": 2, "symbols": ["O", "C", "C", "H", "H", "H", "Yb", "C", "C", "H", "H", "H"], "coordinates": [[0.495, -0.881, -0.717], [-0.043, 0.276, 0.544], [-1.106, 0.969, -0.222], [-0.486, -0.199, 1.440], [-0.881, 2.026, -0.435], [-2.124, 0.732, 0.126], [2.290, 0.028, 0.124], [-0.927, 0.130, -1.864], [-1.858, -0.681, -2.390], [-0.261, 0.707, -2.517], [-2.319, -1.420, -1.725], [-1.816, -0.961, -3.445]], "nbo_charge": [-0.8663, -0.1961, -0.5371, 0.2169, 0.2433, 0.2482, 1.8087, -0.0436, -0.4819, 0.1776, 0.2076, 0.2228]}

Record 14
{"formula": "C4H6P2", "method": "ωB97M-V/def2-TZVPD", "lumo_ev": [0.08, -0.51], "max_force_ev_per_a": 5.3, "de_lowest_kj_mol": 463.3, "charge": 0, "orbital_gap_ev": [8.0, 7.1], "symbols": ["C", "C", "C", "C", "P", "P", "H", "H", "H", "H", "H", "H"], "coordinates": [[-1.331, -0.722, -0.095], [0.997, -0.385, -2.364], [-0.389, 0.116, 0.105], [0.310, 1.051, 0.928], [0.143, -1.636, -2.942], [-1.585, -1.739, -1.657], [-2.253, -0.780, 0.370], [2.107, -0.160, -2.541], [1.089, 0.558, 1.322], [-0.497, 1.332, 1.712], [0.591, 1.919, 0.487], [-0.923, -2.922, -1.104]], "nbo_charge": [-0.6039, -0.7026, 0.2396, -0.6931, 0.3985, 0.2214, 0.2392, 0.2071, 0.2381, 0.2189, 0.2382, -0.0014]}

Record 15
{"formula": "C4H6P2", "method": "ωB97M-V/def2-TZVPD", "lumo_ev": 0.36, "max_force_ev_per_a": 4.2, "de_lowest_kj_mol": 260.8, "charge": 0, "orbital_gap_ev": 9.1, "smiles": "CC#P.CC#P", "symbols": ["C", "C", "P", "H", "H", "H", "C", "C", "P", "H", "H", "H"], "coordinates": [[0.559, 0.300, -1.690], [1.295, -0.225, -0.638], [2.215, -0.949, 0.384], [-0.229, 0.941, -1.422], [0.010, -0.647, -2.067], [1.249, 0.535, -2.531], [-0.751, 0.386, 1.712], [-1.086, -0.408, 0.598], [-1.635, -1.430, -0.443], [-0.129, 1.134, 1.365], [-0.091, -0.357, 2.272], [-1.406, 0.720, 2.460]], "nbo_charge": [-0.7546, -0.4859, 0.4848, 0.2519, 0.2503, 0.2518, -0.7445, -0.4715, 0.4804, 0.2372, 0.2512, 0.2488]}

Record 16
{"formula": "C4H6P2", "method": "ωB97M-V/def2-TZVPD", "lumo_ev": [-0.47, -0.47], "max_force_ev_per_a": 4.6, "de_lowest_kj_mol": 523.1, "charge": 0, "orbital_gap_ev": [7.8, 7.8], "symbols": ["C", "C", "C", "C", "P", "P", "H", "H", "H", "H", "H", "H"], "coordinates": [[0.736, -1.331, 0.466], [1.121, 0.074, 1.014], [-0.155, -0.493, -0.557], [0.455, 0.688, 0.017], [-0.747, 2.030, -0.205], [-1.928, 0.179, -0.460], [1.453, -1.888, -0.092], [0.135, -1.822, 1.093], [1.787, 0.179, 1.827], [0.405, -0.239, -2.425], [-1.103, 2.225, 1.249], [-2.158, 0.398, -1.929]], "nbo_charge": [-0.4407, -0.1790, -0.2523, -0.3712, 0.2827, 0.2882, 0.2220, 0.2054, 0.2185, 0.0216, -0.0063, 0.0111]}

Record 17
{"formula": "C4H6S", "method": "ωB97M-V/def2-TZVPD", "lumo_ev": -0.68, "max_force_ev_per_a": 3.8, "de_lowest_kj_mol": 178.0, "charge": 0, "orbital_gap_ev": 8.1, "smiles": "C=C(C)C=S", "symbols": ["C", "C", "C", "C", "S", "H", "H", "H", "H", "H", "H"], "coordinates": [[-0.393, 1.338, 0.083], [-0.289, 0.041, -0.130], [1.155, -0.282, -0.678], [-1.256, -1.033, 0.574], [-0.658, -2.556, 0.754], [0.353, 2.036, -0.233], [-1.240, 1.845, 0.673], [1.147, 0.538, -1.461], [1.496, -1.273, -1.083], [1.749, 0.083, 0.213], [-2.064, -0.737, 1.287]], "nbo_charge": [-0.3674, -0.0516, -0.6577, -0.2908, 0.0536, 0.1988, 0.2027, 0.2208, 0.2447, 0.2259, 0.2209]}

Record 18
{"formula": "C4H6S", "method": "ωB97M-V/def2-TZVPD", "lumo_ev": 0.90, "max_force_ev_per_a": 4.4, "de_lowest_kj_mol": 200.7, "charge": 0, "orbital_gap_ev": 10.1, "smiles": "CC#CCS", "symbols": ["C", "C", "C", "C", "S", "H", "H", "H", "H", "H", "H"], "coordinates": [[-1.834, -2.386, 0.695], [-0.704, -1.556, 0.126], [0.129, -0.724, -0.301], [1.138, 0.361, -0.541], [0.617, 2.005, -0.108], [-1.502, -3.333, 1.062], [-2.429, -2.013, 1.461], [-2.508, -2.673, -0.080], [1.528, 0.314, -1.642], [2.079, 0.038, 0.036], [0.575, 1.416, 1.020]], "nbo_charge": [-0.6680, -0.0018, -0.0446, -0.6290, 0.0418, 0.2303, 0.2341, 0.2325, 0.2470, 0.2414, 0.1164]}

Record 19
{"formula": "C4H6S", "method": "ωB97M-V/def2-TZVPD", "lumo_ev": 0.99, "max_force_ev_per_a": 4.1, "de_lowest_kj_mol": 132.6, "charge": 0, "orbital_gap_ev": 9.3, "symbols": ["C", "C", "C", "C", "S", "H", "H", "H", "H", "H", "H"], "coordinates": [[-0.451, -1.128, -0.186], [-1.665, -0.888, 0.309], [-0.089, 0.254, -0.582], [1.359, 0.908, 0.291], [-1.694, 0.863, 0.050], [0.126, -2.029, -0.290], [-2.449, -1.488, 0.724], [0.074, 0.457, -1.635], [1.706, 1.754, -0.279], [2.073, 0.102, 0.327], [1.010, 1.195, 1.272]], "nbo_charge": [-0.2723, -0.3116, -0.3161, -0.5834, 0.2038, 0.2142, 0.2198, 0.2213, 0.2057, 0.2043, 0.2142]}